# C3H2Cl2O

A molecular structure, C3H2Cl2O (the ωB97M-V functional and the def2-TZVPD basis, OMol25).

The calculation puts the electronic energy at -30231.6545 eV. The value obtained for the LUMO energy (spin up / spin down) is -1.592 / -1.593 eV. Its molar mass is 125.0 g mol⁻¹. As for the energy relative to the best compared isomer or geometry (same formula, charge and spin): 351.2 kJ/mol. Its charge is 0. As for the HOMO energy (spin up / spin down): -0.348 / -0.348 Eh.

CARTESIAN COORDINATES (ANGSTROEM)
C -0.598 0.028 -0.685
C -1.043 0.029 0.633
C 0.700 0.539 -0.148
O 0.199 0.471 1.147
Cl 1.954 1.547 -0.396
Cl 1.625 -1.701 -0.254
H -0.991 -0.464 -1.559
H -1.846 -0.448 1.263

---

# C3H2Cl2O

A single C3H2Cl2O molecule (the ωB97M-V functional and the def2-TZVPD basis, OMol25).

The calculation puts the electronic energy at -30233.8112 eV. The value obtained for the LUMO energy is -0.263 eV. Its molar mass is 125.0 g mol⁻¹. As for the energy relative to the best compared isomer or geometry (same formula, charge and spin): 143.1 kJ/mol. As for the structure (SMILES): O=C(Cl)/C=C/Cl. Its charge is 0. As for the HOMO energy: -0.369 Eh.

CARTESIAN COORDINATES (ANGSTROEM)
C 1.254 -0.636 -0.760
C -0.028 0.316 -0.097
C -0.997 0.427 0.921
O 1.777 -0.394 -1.762
Cl 1.654 -2.021 0.207
Cl -2.274 1.508 0.633
H -0.185 0.930 -0.966
H -1.200 -0.129 1.825

---

# C3H2Cl2O

2 unconnected molecules or ions with the total composition C3H2Cl2O (the ωB97M-V functional and the def2-TZVPD basis, OMol25).

The calculation puts the electronic energy at -30232.0831 eV. The value obtained for the LUMO energy is -2.957 eV. Its molar mass is 125.0 g mol⁻¹. As for the energy relative to the best compared isomer or geometry (same formula, charge and spin): 309.8 kJ/mol. Its charge is 0. As for the HOMO energy: -0.307 Eh.

CARTESIAN COORDINATES (ANGSTROEM)
C 1.059 -0.007 0.518
C 0.109 0.549 -0.295
C -1.139 0.237 -0.634
O -2.247 0.270 -0.915
Cl 0.438 2.098 -1.105
Cl -1.197 -2.646 0.605
H 1.941 0.437 0.730
H 1.036 -0.937 1.095

---

# C3H2Cl3N

A single C3H2Cl3N molecule (the ωB97M-V functional and the def2-TZVPD basis, OMol25).

The calculation puts the electronic energy at -42199.8403 eV. The value obtained for the LUMO energy is 0.317 eV. Its molar mass is 158.4 g mol⁻¹. As for the energy relative to the best compared isomer or geometry (same formula, charge and spin): 8.7 kJ/mol. As for the structure (SMILES): N#CCC(Cl)(Cl)Cl. Its charge is 0. As for the HOMO energy: -0.415 Eh.

CARTESIAN COORDINATES (ANGSTROEM)
C 0.025 -1.701 0.042
C 0.224 -0.218 -0.162
C 1.754 -0.020 0.082
N -0.095 -2.790 0.290
Cl 2.174 1.690 0.007
Cl 2.487 -0.694 -1.517
Cl 2.379 -0.880 1.434
H -0.405 0.397 0.399
H 0.063 0.005 -1.170

---

# C3H2Cl3N3O

A single C3H2Cl3N3O molecule (the ωB97M-V functional and the def2-TZVPD basis, OMol25).

The calculation puts the electronic energy at -47222.3347 eV. The value obtained for the LUMO energy is -0.962 eV. Its molar mass is 202.4 g mol⁻¹. As for the energy relative to the best compared isomer or geometry (same formula, charge and spin): 166.7 kJ/mol. As for the structure (SMILES): O=C1C=CN(Cl)N(Cl)N1Cl. Its charge is 0. As for the HOMO energy: -0.350 Eh.

CARTESIAN COORDINATES (ANGSTROEM)
C 0.367 0.663 -0.121
C 0.379 -0.707 0.041
C 1.641 1.350 0.104
N 1.515 -1.355 0.416
N 2.709 0.588 0.607
N 2.670 -0.968 0.091
O 1.783 2.573 0.117
Cl 1.393 -3.100 0.739
Cl 4.232 1.283 0.682
Cl 2.986 -1.039 -1.616
H -0.316 1.411 -0.548
H -0.508 -1.356 0.154

---

# C3H2Cl4N2

A single C3H2Cl4N2 molecule (the ωB97M-V functional and the def2-TZVPD basis, OMol25).

The calculation puts the electronic energy at -56210.9754 eV. The value obtained for the LUMO energy is -0.343 eV. Its molar mass is 207.9 g mol⁻¹. As for the energy relative to the best compared isomer or geometry (same formula, charge and spin): 30.2 kJ/mol. As for the structure (SMILES): ClC1(Cl)CN=NC1(Cl)Cl. Its charge is 0. As for the HOMO energy: -0.377 Eh.

CARTESIAN COORDINATES (ANGSTROEM)
C -0.457 -0.140 -0.114
C 0.140 -0.996 -1.431
C -0.304 -0.031 -2.548
N -0.946 1.058 -0.728
N -0.934 1.087 -1.974
Cl 1.862 -1.203 -1.290
Cl -0.596 -2.607 -1.500
Cl 1.111 0.610 -3.445
Cl -1.348 -0.900 -3.672
H -1.381 -0.543 0.227
H 0.348 0.165 0.743

---

# C3H2ClF2N

2 unconnected molecules or ions with the total composition C3H2ClF2N (the ωB97M-V functional and the def2-TZVPD basis, OMol25).

The calculation puts the electronic energy at -22586.6992 eV. The value obtained for the LUMO energy (spin up / spin down) is -2.579 / -4.002 eV. Its molar mass is 125.5 g mol⁻¹. As for the energy relative to the best compared isomer or geometry (same formula, charge and spin): 249.7 kJ/mol. Its charge is 0. As for the HOMO energy (spin up / spin down): -0.434 / -0.384 Eh.

CARTESIAN COORDINATES (ANGSTROEM)
C -1.612 1.531 0.456
C -0.464 -0.874 0.608
C -1.448 0.216 1.008
N -1.547 2.474 -0.181
F 0.877 -0.593 0.885
F -2.012 0.033 2.241
Cl -3.566 -0.780 -0.854
H -0.346 -1.112 -0.414
H -0.593 -1.708 1.331

---

# C3H2ClF3

A single C3H2ClF3 molecule (the ωB97M-V functional and the def2-TZVPD basis, OMol25).

The calculation puts the electronic energy at -23814.9776 eV. The value obtained for the LUMO energy (spin up / spin down) is 0.477 / 0.280 eV. Its molar mass is 130.5 g mol⁻¹. As for the energy relative to the best compared isomer or geometry (same formula, charge and spin): 223.7 kJ/mol. Its charge is 0. As for the HOMO energy (spin up / spin down): -0.302 / -0.307 Eh.

CARTESIAN COORDINATES (ANGSTROEM)
C 0.788 0.288 0.077
C 0.250 -1.076 0.348
C -0.456 0.914 -0.424
F -0.597 -1.261 1.364
F -0.096 -1.857 -0.672
F -0.888 0.570 -1.645
Cl -1.702 1.400 0.635
H 1.128 0.761 0.992
H 1.574 0.260 -0.675